(1)
Computed, not measured: a molecular structure, C11H26BaN4O7S at a distorted geometry, with ωB97M-V/def2-TZVPD.

LUMO (spin up / spin down)   -1.1 / -1.8 eV
Max |F|   3.49 eV/A
Frontier orbital gap (spin up / spin down)   4.28 / 2.78 eV
E_tot   -1603.835269 a.u.
M   495.75 g/mol

Positions of all 50 atoms, in Å:
1 O -0.692 0.065 -4.824
2 H -0.896 0.285 -5.758
3 Ba 0.210 0.007 -0.728
4 N -0.229 2.429 0.557
5 N 0.680 2.452 -1.743
6 N -2.090 -1.041 0.797
7 N -1.552 -1.780 -1.643
8 O -0.561 2.077 1.749
9 O -2.105 -0.825 2.209
10 O -0.473 -2.161 -2.557
11 O 1.414 1.732 -2.515
12 C 1.403 3.189 -0.849
13 C 0.794 3.315 0.415
14 C -2.303 -2.346 0.533
15 C -1.851 -2.781 -0.790
16 C 1.322 4.146 1.516
17 H 1.592 3.578 2.410
18 H 0.587 4.878 1.851
19 H 2.193 4.685 1.175
20 C 2.791 3.562 -1.168
21 H 2.854 3.860 -2.226
22 H 3.508 2.737 -1.024
23 H 3.098 4.375 -0.530
24 C -2.723 -3.288 1.611
25 C -1.602 -4.215 -1.051
26 H -3.276 -2.825 2.447
27 H -1.821 -3.770 2.052
28 H -3.354 -4.094 1.189
29 H -0.758 -4.332 -1.724
30 H -2.471 -4.730 -1.490
31 H -1.381 -4.738 -0.114
32 H -1.877 0.126 2.281
33 H -0.717 -1.726 -3.398
34 C -1.518 0.954 -4.037
35 H -0.901 1.676 -3.490
36 H -2.102 0.332 -3.342
37 H -2.225 1.527 -4.664
38 O -2.861 1.552 -0.609
39 H -3.020 0.734 -0.072
40 H -2.307 2.066 0.012
41 C 3.724 -1.898 2.621
42 S 2.159 -1.378 1.856
43 C 1.339 -0.615 3.266
44 O 2.506 -0.237 0.898
45 H 3.448 -2.688 3.321
46 H 4.231 -1.075 3.127
47 H 4.346 -2.314 1.825
48 H 0.945 0.378 3.026
49 H 0.509 -1.301 3.475
50 H 2.012 -0.561 4.128

=====

(2)
Computed, not measured: 2 unconnected molecules or ions with the total composition C11H26ClN2O5P at a distorted geometry, with ωB97M-V/def2-TZVPD.

LUMO   0.0 eV
Max |F|   3.45 eV/A
Frontier orbital gap   6.41 eV
E_tot   -1721.937698 a.u.
M   332.76 g/mol

Positions of all 46 atoms, in Å:
1 C 5.028 -2.494 -0.490
2 C 3.775 -1.694 -0.700
3 O 2.695 -2.173 -0.516
4 O 3.903 -0.403 -1.090
5 C 3.818 0.505 0.037
6 C 2.766 1.587 -0.208
7 C 2.169 2.049 1.128
8 C 0.904 1.274 1.497
9 C -0.406 1.893 0.987
10 N -1.135 0.891 0.104
11 C -1.953 -0.095 0.885
12 C -2.125 -1.412 0.104
13 C -3.591 -1.915 0.026
14 C -3.813 -3.257 0.759
15 O -4.681 -4.128 0.062
16 P -1.994 1.797 -1.173
17 N -0.940 2.195 -2.182
18 O -3.183 0.882 -1.731
19 O -2.719 3.004 -0.422
20 H 5.229 -2.603 0.574
21 H 5.883 -2.057 -1.002
22 H 4.866 -3.480 -0.921
23 H 4.802 0.973 0.123
24 H 3.644 -0.042 0.968
25 H 3.278 2.430 -0.666
26 H 2.025 1.251 -0.930
27 H 2.034 3.130 1.114
28 H 2.910 1.853 1.911
29 H 0.831 1.259 2.588
30 H 1.033 0.229 1.194
31 H -0.272 2.824 0.434
32 H -1.053 2.094 1.839
33 H -0.399 0.364 -0.374
34 H -1.361 -0.328 1.772
35 H -2.884 0.341 1.239
36 H -1.473 -2.168 0.539
37 H -1.766 -1.262 -0.916
38 H -3.850 -2.022 -1.027
39 H -4.217 -1.155 0.490
40 H -2.833 -3.715 0.934
41 H -4.276 -3.057 1.725
42 H -4.418 -4.123 -0.864
43 H -0.831 3.247 -2.243
44 H -2.928 0.623 -2.630
45 H -3.549 3.191 -0.885
46 Cl 1.058 3.696 -2.061

=====

(3)
Computed, not measured: a molecular structure, C11H26LuN4O6S at a distorted geometry, with ωB97M-V/def2-TZVPD.

Total charge   +1
LUMO (spin up / spin down)   -4.5 / -6.3 eV
Max |F|   3.98 eV/A
Frontier orbital gap (spin up / spin down)   6.89 / 4.80 eV
E_tot   -2738.410644 a.u.
M   517.39 g/mol

Positions of all 49 atoms, in Å:
1 O 2.898 -1.550 -0.735
2 H 3.850 -1.829 -0.820
3 Lu 0.623 -0.912 0.035
4 N 1.465 0.430 -1.576
5 N 1.576 1.058 0.725
6 N -1.529 -1.698 -0.553
7 N -1.146 -0.493 1.675
8 O 1.044 0.179 -2.730
9 O -1.744 -2.525 -1.714
10 O -1.006 0.353 2.769
11 O 1.188 1.582 1.836
12 C 2.624 1.603 0.022
13 C 2.579 1.200 -1.339
14 C -2.555 -1.779 0.306
15 C -2.349 -1.091 1.549
16 C 3.680 1.288 -2.337
17 H 4.039 0.272 -2.543
18 H 4.532 1.857 -1.957
19 H 3.371 1.738 -3.284
20 C 3.815 2.221 0.640
21 H 4.208 1.562 1.414
22 H 3.603 3.181 1.106
23 H 4.607 2.367 -0.096
24 C -3.824 -2.500 -0.056
25 C -3.415 -1.104 2.605
26 H -3.625 -3.122 -0.947
27 H -4.626 -1.780 -0.313
28 H -4.183 -3.136 0.775
29 H -3.234 -0.330 3.367
30 H -3.454 -2.080 3.123
31 H -4.416 -0.949 2.166
32 H -1.203 -2.139 -2.425
33 H -0.124 0.808 2.591
34 C 1.581 -2.313 1.381
35 H 2.394 -2.482 0.579
36 H 1.012 -3.195 1.646
37 H 2.092 -1.862 2.235
38 O 1.499 -2.896 -2.425
39 H 2.287 -2.327 -2.224
40 H 1.407 -3.519 -1.691
41 C -2.521 2.852 -1.621
42 S -1.513 1.898 -0.501
43 C -1.800 2.868 0.993
44 H -2.459 2.350 -2.594
45 H -2.133 3.872 -1.709
46 H -3.563 2.863 -1.284
47 H -2.066 3.900 0.735
48 H -2.600 2.430 1.602
49 H -0.887 2.880 1.601

=====

(4)
Computed, not measured: 3 unconnected molecules or ions with the total composition C11H26NO4Si, with ωB97M-V/def2-TZVPD.

Total charge   -1
LUMO   2.5 eV
Max |F|   0.56 eV/A
Frontier orbital gap   5.91 eV
E_tot   -1079.922576 a.u.
M   264.42 g/mol

Positions of all 43 atoms, in Å:
1 N -1.863 -1.438 0.496
2 C -1.555 -0.491 -0.290
3 C -2.474 0.628 -0.606
4 Si -3.698 0.097 -1.998
5 C -5.375 -0.530 -1.294
6 O -6.167 0.419 -1.081
7 O -5.509 -1.751 -1.090
8 H -1.100 -2.108 0.548
9 H -0.572 -0.479 -0.770
10 H -3.037 0.907 0.278
11 H -1.907 1.468 -1.000
12 H -2.998 -0.960 -2.786
13 H -3.877 1.272 -2.895
14 C 1.784 -6.158 0.948
15 C 2.242 -4.760 0.566
16 O 1.558 -3.724 1.240
17 C 1.655 -3.717 2.650
18 C 3.074 -3.575 3.174
19 H 0.712 -6.265 0.781
20 H 2.307 -6.899 0.342
21 H 1.986 -6.384 1.996
22 H 2.038 -4.587 -0.491
23 H 3.326 -4.661 0.701
24 H 1.175 -4.607 3.075
25 H 1.061 -2.861 2.965
26 H 3.703 -4.424 2.900
27 H 3.062 -3.511 4.263
28 H 3.538 -2.671 2.778
29 C 2.057 4.798 -0.046
30 C 1.344 3.831 -0.978
31 O -0.034 3.686 -0.715
32 C -0.826 4.852 -0.826
33 C -0.811 5.484 -2.208
34 H 1.918 4.496 0.993
35 H 3.125 4.808 -0.266
36 H 1.687 5.819 -0.153
37 H 1.759 2.830 -0.851
38 H 1.513 4.113 -2.024
39 H -0.541 5.587 -0.062
40 H -1.837 4.524 -0.587
41 H 0.180 5.847 -2.485
42 H -1.494 6.334 -2.234
43 H -1.129 4.760 -2.959

=====

(5)
Computed, not measured: a molecular structure, C11H27AgClNO5 at a distorted geometry, with ωB97M-V/def2-TZVPD.

LUMO   0.5 eV
Max |F|   3.20 eV/A
Frontier orbital gap   7.84 eV
E_tot   -1473.353679 a.u.
M   396.66 g/mol

Positions of all 46 atoms, in Å:
1 Ag -4.552 -21.129 13.087
2 Cl -4.731 -23.940 12.890
3 C -6.283 -19.620 15.659
4 O -6.322 -20.734 14.695
5 C -7.648 -21.003 14.244
6 C -7.568 -21.653 12.887
7 O -6.700 -21.098 11.868
8 C -7.109 -19.836 11.406
9 H -6.597 -18.631 15.323
10 H -5.274 -19.475 16.045
11 H -6.878 -19.930 16.518
12 H -8.318 -20.150 14.138
13 H -8.151 -21.658 14.956
14 H -8.589 -21.645 12.504
15 H -7.343 -22.718 12.952
16 H -6.351 -19.595 10.660
17 H -6.997 -19.068 12.171
18 H -8.096 -19.797 10.945
19 C -3.999 -17.841 12.514
20 O -3.492 -19.000 13.228
21 C -2.766 -18.755 14.411
22 C -2.020 -20.017 14.786
23 O -2.865 -21.166 14.880
24 C -2.231 -22.341 15.390
25 H -3.142 -17.228 12.234
26 H -4.633 -17.317 13.230
27 H -4.490 -18.177 11.601
28 H -3.491 -18.423 15.154
29 H -2.047 -17.987 14.125
30 H -1.554 -19.831 15.753
31 H -1.227 -20.221 14.066
32 H -1.736 -22.133 16.338
33 H -1.611 -22.858 14.657
34 H -3.016 -23.073 15.581
35 C -1.217 -20.199 10.454
36 C -2.143 -21.099 11.224
37 O -3.317 -20.848 11.182
38 N -1.782 -22.134 11.921
39 C -0.417 -22.617 12.094
40 H -0.978 -19.290 11.006
41 H -1.751 -19.991 9.527
42 H -0.225 -20.558 10.180
43 H -2.581 -22.643 12.272
44 H 0.033 -22.884 11.138
45 H -0.319 -23.535 12.673
46 H 0.196 -21.938 12.687

=====

(6)
Computed, not measured: 2 unconnected molecules or ions with the total composition C11H27BN2O4, with ωB97M-V/def2-TZVPD.

Total charge   -2
LUMO   4.1 eV
Max |F|   0.59 eV/A
Frontier orbital gap   2.26 eV
E_tot   -870.536833 a.u.
M   262.16 g/mol

Positions of all 45 atoms, in Å:
1 C 4.677 -1.066 -0.193
2 C 3.180 -0.755 -0.194
3 C 2.872 0.715 -0.489
4 C 3.435 1.618 0.615
5 C 1.360 0.991 -0.728
6 C 1.122 1.947 -1.899
7 N 1.689 3.291 -1.768
8 O 0.632 -0.176 -1.023
9 C -0.121 -0.739 0.068
10 B -1.574 -0.108 0.348
11 O -2.555 -0.864 0.830
12 N -1.865 1.313 0.084
13 C -3.294 1.592 -0.038
14 C -1.221 2.256 0.982
15 H 4.859 -2.117 -0.437
16 H 5.218 -0.467 -0.936
17 H 5.150 -0.870 0.775
18 H 2.756 -1.016 0.783
19 H 2.660 -1.374 -0.926
20 H 3.405 0.959 -1.425
21 H 3.229 1.186 1.602
22 H 2.979 2.612 0.594
23 H 4.519 1.746 0.533
24 H 0.949 1.456 0.181
25 H 0.039 2.016 -2.034
26 H 1.529 1.489 -2.807
27 H 1.450 3.691 -0.866
28 H 2.703 3.262 -1.812
29 H 0.501 -0.748 0.979
30 H -0.270 -1.791 -0.196
31 H -2.552 -1.858 0.848
32 H -3.445 2.541 -0.570
33 H -3.773 0.787 -0.596
34 H -3.796 1.648 0.940
35 H -0.694 3.070 0.454
36 H -0.500 1.777 1.654
37 H -1.969 2.733 1.633
38 O -5.148 -3.475 -0.942
39 C -4.383 -3.274 0.145
40 C -3.992 -4.437 1.107
41 O -3.141 -4.064 2.108
42 H -4.772 -2.478 0.842
43 H -3.320 -2.926 -0.124
44 H -3.562 -5.229 0.432
45 H -4.967 -4.867 1.471